ORCA calculation (ωB97M-V/def2-TZVPD) on one molecule with the formula C5H6N2.

Output
Structure (SMILES) ... C=C[C@H]1N[C@@H]1C#N
Relative energy (zero: lowest compared OMol25 entry of this formula, charge and spin) ... 2.291 eV
HOMO-LUMO gap ... 10.85 eV
Net charge ... 0

```
13
C5H6N2, DFT ωB97M-V/def2-TZVPD
C 1.4240 0.3543 0.1701
H -1.2040 -1.7496 0.4892
N -0.7089 -0.8470 0.6366
C 1.3055 1.1142 1.2582
C -1.0308 0.0691 -0.4461
H 0.3218 1.1539 1.7421
H 0.6963 -1.2224 -1.1387
H -1.0964 1.1223 -0.1538
C -1.9046 -0.4413 -1.4221
C 0.3438 -0.5412 -0.3416
H 2.1199 1.7128 1.6614
H 2.3420 0.2544 -0.2964
N -2.6085 -0.9795 -2.1590
```

Atomic partial charges in e from the Löwdin method, atoms 1 to 8: -0.1363 0.1271 0.0759 0.0227 -0.2911 0.0628 0.1530 0.1457

ORCA calculation (ωB97M-V/def2-TZVPD) on a 2-piece molecular cluster, C2H4N2O2 overall.

Output
Structure (SMILES) ... N#[N+][O-].CC=O
Relative energy (zero: lowest compared OMol25 entry of this formula, charge and spin) ... 4.064 eV
HOMO-LUMO gap ... 11.04 eV
Net charge ... 0

```
10
C2H4N2O2, DFT ωB97M-V/def2-TZVPD
O 0.5038 0.3019 -1.3648
C 0.1733 1.1517 -0.5881
N 0.2588 -2.3787 0.7630
C -0.8607 1.0810 0.3768
O 1.6059 -2.8609 -0.9994
H 0.8840 1.9414 -0.3877
H -1.5168 0.2724 0.5063
H -1.4209 2.0923 0.3993
H -0.5180 1.0724 1.4023
N 0.8906 -2.6736 -0.1077
```

Atomic partial charges in e from the Löwdin method, atoms 1 to 8: 0.0494 -0.3657 0.2273 -0.0810 0.1081 0.1121 0.0597 0.1236

ORCA calculation (ωB97M-V/def2-TZVPD) on a 2-piece molecular cluster, CH3NO3P overall.

Output
Relative energy (zero: lowest compared OMol25 entry of this formula, charge and spin) ... 1.170 eV
HOMO-LUMO gap ... 8.07 eV
Net charge ... -1

```
9
CH3NO3P, DFT ωB97M-V/def2-TZVPD
N 0.6659 -0.8692 -1.0883
P 1.2000 -0.3252 1.5088
H -1.1010 -0.5513 -0.1783
H -0.5157 0.8485 2.1091
O 0.3488 1.0655 1.7424
C -0.5181 -0.3035 -1.1072
H 1.2392 -0.5747 -1.8779
O 0.4334 -1.3492 2.2305
O -1.0602 0.3838 -1.9791
```

Atomic partial charges in e from the Löwdin method, atoms 1 to 8: -0.0721 0.6864 0.0740 0.0255 -0.3638 -0.6863 0.0042 -0.5242

ORCA calculation (ωB97M-V/def2-TZVPD) on C56H41N4O8Pd as an isolated structure.

Output
Relative energy (zero: lowest compared OMol25 entry of this formula, charge and spin) ... 0.000 eV
<S²> ... 2.058
HOMO-LUMO gap (alpha / beta) ... 4.66 / 5.56 eV
Net charge ... -1
2S+1 ... 3

```
110
C56H41N4O8Pd, DFT ωB97M-V/def2-TZVPD
H 8.4010 -5.4790 -4.0341
C 2.9308 -0.0705 6.3716
H -4.9699 -2.1685 -8.3963
H -7.4485 2.2193 2.3880
H 3.6976 0.6497 6.6270
O 3.9286 6.0389 -2.0637
C -1.8131 -0.7330 -2.9285
C 3.0764 6.0785 -3.2031
C 3.4186 -3.3444 -1.4411
C -0.6141 -1.4667 -2.7444
C 1.2078 -2.6870 -3.2010
C -8.3305 4.4004 3.2505
H -4.0981 0.9454 -3.1076
C -5.0413 -1.0870 -8.5449
C -2.1261 0.6717 2.3076
H 4.4391 5.2779 0.5806
C 7.6654 -4.7337 -3.7422
C 0.0568 -2.1806 -3.7603
H -8.4765 3.5590 3.9345
H 7.2032 -4.3161 -4.6412
C -3.9579 1.3296 -0.9682
H 2.6836 0.5945 4.3436
C 1.4667 1.6659 0.4713
C -6.4256 2.5656 2.3476
C 4.3501 -2.6750 -2.2209
N -1.0435 -0.1225 2.0483
H 3.6753 6.2430 -4.0971
C 1.5230 -1.9001 7.0513
C -4.7528 4.2615 2.6762
C -3.6293 0.7857 -2.1504
N 1.1430 -1.7090 1.0874
H -0.7797 0.5352 -5.0814
H -0.2882 -2.2876 -4.7755
H 1.1769 -2.6082 7.7907
H -5.8837 -0.7029 -7.9619
H 1.1325 2.6273 -2.0763
O 3.1202 -0.8585 8.5690
H -2.9656 1.5234 4.1742
O 0.6177 1.0954 -0.3075
C 0.7904 -1.0526 3.4225
H -5.6962 0.6914 1.6058
C -1.7078 0.0297 -5.3188
C 1.8437 3.2091 -1.5078
C 3.1932 -2.7078 1.3859
H -0.8524 0.2949 5.3200
C -3.4101 -0.5560 -6.9096
O -3.8370 -0.4383 -8.2050
C -3.5513 -1.3190 -4.6379
H 6.1748 -2.7567 -3.3341
H 8.1628 -3.9294 -3.1920
O 1.7685 1.3580 1.6168
H -5.0081 -1.7815 -6.1367
Pd -0.4182 -0.7491 0.2229
C 5.4697 -3.3195 -2.7394
C 3.0602 3.5964 0.5546
C 4.7397 -5.3578 -1.6936
H 1.9683 -3.2846 -3.6760
H 4.1097 -3.2162 1.1346
C 3.6337 -4.7003 -1.1894
H -5.2128 -0.8810 -9.5985
C -2.4681 -0.0574 -1.9345
C -4.1011 2.0893 1.8307
C -3.0199 0.8271 0.0182
C -6.0832 3.8532 2.7347
C 2.7006 -1.7474 9.5787
C -3.0437 1.1587 1.3460
C -5.4290 1.6983 1.9036
H 3.2832 -2.3944 3.5405
O 2.4180 4.8267 -3.2960
C 2.5082 -0.9690 7.3482
C -2.2010 0.9351 3.6943
C -0.4183 -0.3436 3.2438
H -8.8775 5.2629 3.6231
O -6.9766 4.7867 3.1865
H -8.7172 4.1274 2.2641
H 2.8861 -2.7892 9.3002
C 2.2225 -2.6327 -0.9103
C 3.4061 5.0307 -1.2821
H 2.9137 -5.2418 -0.5876
C 2.1425 2.8625 -0.1825
C 1.2091 -2.2988 -1.8435
H -4.5059 5.2703 2.9812
C -4.0826 -1.2652 -5.9256
C -2.2173 0.0936 -6.6002
H -2.7461 3.7080 2.1880
C 1.3831 -1.0399 4.7891
H 2.3340 6.8769 -3.0729
H 3.2852 -1.5047 10.4628
C -3.7802 3.3881 2.2316
H 4.9060 -6.4097 -1.4995
C 2.1630 -2.3497 0.4276
C 5.6627 -4.6688 -2.4753
C 1.4964 -1.6426 2.4145
N 0.0858 -1.5688 -1.5716
H 4.1973 -1.6227 -2.4283
C 3.7187 4.7045 0.0131
H 1.6373 -1.6247 9.8056
H 3.2509 3.2803 1.5710
C -1.1302 0.3024 4.2788
H -4.7529 2.0259 -0.7573
C 0.9703 -1.9235 5.7720
H 0.1999 -2.6486 5.5379
O 6.7222 -5.4023 -2.9354
C 2.3701 -0.1056 5.1096
H -4.0747 -1.8769 -3.8708
C 2.7782 -2.2953 2.5933
H -1.7094 0.6459 -7.3804
C -2.3681 -0.6768 -4.3098
C 2.4933 4.3001 -2.0200
N -2.1323 -0.0219 -0.6008
```

Atomic partial charges in e from the Löwdin method, atoms 1 to 8: 0.0869 0.0008 0.0919 0.0960 0.1152 0.0150 -0.0894 -0.1630